Entry from the OMol25 dataset: a structure of composition C45H45BBrF4N5SSbSm in a non-equilibrium geometry (ωB97M-V/def2-TZVPD).

ORCA input file:
```
! RIJCOSX wB97M-V def2-TZVPD def2/J DEFGRID3
* xyz 0 6
Sm -1.3545 1.0314 -0.1148
Sb 3.3190 -3.9048 0.8557
Br -0.3834 -0.6188 -2.4435
S 2.2983 1.0171 -1.2015
F -0.9510 -0.4862 1.4675
F 1.0787 -1.6377 1.4133
F -0.7005 -2.5001 2.5615
F 0.3933 -0.5347 3.4034
N -2.9003 -1.6880 -0.7206
N -3.6859 1.2962 0.0920
N -0.8397 2.8562 1.4571
N 1.1985 1.4552 0.0698
N 2.8539 2.7676 1.2699
C -4.3575 1.3467 1.3278
C -4.3254 0.9964 -1.1048
C -3.6193 1.1545 2.5165
C -1.4049 4.3840 3.2889
C 4.0535 -2.6867 2.5731
C -4.3149 1.3686 3.7673
C 6.3725 2.0047 0.2815
C 4.7753 -5.2409 -0.0789
C -3.8458 1.7025 -2.2797
C 6.1506 0.8038 -0.3525
C -1.7430 3.6702 2.1756
C 4.8742 0.4370 -0.7738
C -0.1731 2.7356 -5.8176
C -2.1786 -3.6862 0.2867
C -0.1379 4.1094 3.8807
C -5.6436 1.7382 3.7795
C -0.6975 2.5243 -2.0733
C 0.4671 2.8364 1.9308
C 0.7590 3.2646 3.1875
C 0.2266 0.4854 -5.0502
C -4.4622 1.4871 -3.5375
C -0.3964 2.1662 -3.3921
C -2.6932 -2.4382 0.3535
C -0.4104 3.1508 -4.5099
C -0.0987 0.8193 -3.7432
C 2.6482 -5.6408 2.0302
C -0.8542 3.9077 -1.8371
C 1.4509 -5.2955 2.8799
C -5.5004 0.6141 -3.6647
C 1.5319 2.2847 1.0181
C -1.9409 -4.2469 -0.9624
C -6.3558 1.9478 2.6199
C -5.3981 0.0981 -1.2800
C 5.6569 -4.4135 -1.0429
C 0.1181 1.4184 -6.1061
C -5.6955 1.7122 1.4266
C 5.3013 2.7465 0.7689
C -2.8844 -2.2838 -1.9654
C -0.8665 4.8334 -2.8942
C 5.5825 -2.7486 2.5891
C 3.7888 1.2239 -0.3932
C 4.0255 2.3028 0.5302
C -6.0002 -0.0489 -2.5590
C -0.6503 4.4555 -4.1578
C -2.3234 -3.5366 -2.0994
B 0.0242 -1.3426 2.3419
H -5.7318 -0.4752 -0.4297
H 5.2570 -3.4565 -1.3602
H 5.9074 -3.7524 2.7807
H -3.3370 -1.7609 -2.8039
H -0.6894 5.2046 -4.9191
H -1.0585 5.8329 -2.5267
H -6.0281 1.9695 4.7612
H -2.9949 -2.0105 1.2983
H -2.7331 3.5663 1.8124
H 5.8216 -5.0162 -1.9585
H 0.5654 -0.5139 -5.2229
H -2.1129 5.1213 3.6400
H 5.2960 -5.6148 0.8452
H 4.7010 -0.3722 -1.4591
H -0.1016 3.5012 -6.6109
H 1.6500 -4.4903 3.6186
H 6.6142 -4.1987 -0.5658
H 2.4310 -6.4269 1.3383
H 3.5880 -3.2438 3.4665
H -5.9641 0.4556 -4.6590
H 3.6163 -5.8861 2.5356
H -1.5873 -5.2388 -1.0972
H 1.6871 3.0343 3.7135
H 2.8966 3.4117 2.0178
H 1.0735 -6.2457 3.3765
H -7.3738 2.1700 2.6347
H 0.2153 4.6234 4.7704
H 4.1710 -5.9794 -0.5916
H 5.9773 -2.0807 3.4190
H -6.7680 -0.7980 -2.7071
H -6.2357 1.8384 0.5065
H 0.3125 1.1320 -7.1372
H 7.3745 2.2804 0.5057
H -4.0261 1.9724 -4.3872
H -3.7396 1.1591 4.6788
H 6.0482 -2.4391 1.6353
H 0.6848 -4.9516 2.2090
H -2.5497 1.0403 2.5223
H 3.6213 -1.7030 2.3812
H 5.4674 3.5300 1.5429
H -2.1702 -3.8760 -3.1153
H 7.0202 0.1737 -0.5901
H -1.9555 -4.2906 1.2055
H -2.9908 2.3015 -2.2311
H -1.0105 4.3282 -0.8318
*
```

expectation value of S² = 8.76
energy above the lowest of the compared OMol25 structures with the same formula, charge and spin = 7.6 kcal per mole
HOMO level (alpha / beta) = -0.2483 / -0.2485 Ha
frontier orbital gap (alpha / beta) = 5.427 / 5.450 eV
LUMO level (alpha / beta) = -1.3283 / -1.3138 eV



Entry from the OMol25 dataset: a structure of composition C45H45N3O10 in a non-equilibrium geometry (ωB97M-V/def2-TZVPD).

ORCA input file:
```
! RIJCOSX wB97M-V def2-TZVPD def2/J DEFGRID3
* xyz 0 1
O 0.8505 1.1874 3.4030
O -1.6959 8.8059 1.6171
O -1.1633 3.7870 -0.7286
O -1.2827 -2.2866 -2.3748
O 4.0049 -4.1852 -2.1235
O 2.4000 -5.2604 3.1227
O -0.3647 1.3964 0.9407
O 1.9675 -2.4761 -2.2742
O -2.5026 0.2950 7.7289
O -5.7405 0.3184 -4.6677
N 2.4841 6.7721 2.3465
N 1.0090 -0.7832 -5.5946
N -3.7634 -5.8909 1.4455
C 3.5939 -4.4230 -0.8793
C 2.1665 -5.5625 0.7582
C 1.5381 -1.9542 -5.7064
C -3.3489 -0.3375 -4.7541
C -4.6291 -0.3396 -4.0766
C -1.3773 6.1337 -0.9372
C 1.9429 5.6064 1.8516
C -1.7015 -5.8119 0.2602
C 1.8384 -0.2599 -7.7879
C -2.7758 -6.5165 0.7973
C -3.7377 -4.5203 1.4522
C 3.7667 -3.9057 1.5741
C 0.4353 0.6904 -1.2562
C 4.1941 -3.6556 0.1823
C -1.4413 7.2912 -0.2721
C -1.6375 -4.4467 0.2430
C 1.4514 -1.4707 -1.5663
C 3.2779 6.6600 3.3959
C 0.2039 0.4819 0.1446
C -3.4815 -1.6021 -2.2627
C -1.3252 5.0589 1.1842
C -1.5315 7.5081 1.0596
C -2.2674 -1.6454 -3.0798
C -1.2874 5.0067 -0.1556
C -4.7706 -0.9686 -2.9381
C -1.3743 0.4758 4.3207
C -0.5031 0.9911 7.0287
C 1.1792 -1.7825 -0.2186
C -2.6147 -3.7854 0.9011
C -1.7529 0.4970 6.7486
C 0.0324 0.8970 4.4154
C 2.7995 -4.9249 1.8710
C 2.3208 4.3728 2.2203
C 0.5709 -0.7496 0.6658
C -1.5078 6.3985 1.8995
C 1.0565 0.0549 -6.6327
C 3.0555 4.2241 3.3013
C 2.5609 -5.3275 -0.5924
C 2.4418 -2.3420 -6.7174
C 1.1058 -0.2675 -2.0821
C 3.5838 5.4460 3.9968
C 0.3936 1.1563 5.7471
C -2.1142 -0.9611 -4.2159
C -2.2010 0.3670 5.4475
C 2.5556 -1.3898 -7.7918
H 1.2809 -2.9109 -5.1139
H 1.2450 5.7425 0.9713
H 1.3748 -0.0019 -3.0001
H -5.6554 -0.8358 -2.2984
H 3.3709 3.3837 3.8025
H -3.2547 0.1753 -5.6361
H -1.7100 0.4700 3.2148
H -3.3634 0.1612 7.4666
H -1.3402 8.8825 2.4507
H -1.1823 -0.8094 -4.6557
H 1.3934 1.2479 5.9796
H -0.9989 -6.4067 -0.1572
H 0.3074 1.6492 -1.4555
H 1.9173 0.2067 -8.7802
H 4.0267 -3.3197 2.3376
H -0.0390 0.8324 8.0938
H 0.1113 -0.7985 1.7661
H 0.5624 0.9869 -6.7174
H 3.2660 -1.6002 -8.6087
H 1.6219 3.3861 1.7106
H 3.5538 7.5645 3.9871
H 1.3670 -2.6788 0.2548
H -0.2906 1.4252 1.9116
H 1.3762 -6.3736 0.7053
H -6.6037 -0.4830 -4.3638
H 1.6690 -5.7127 3.2891
H 1.6785 1.3840 3.7471
H -0.4966 -2.2496 -2.8998
H -1.3697 8.3122 -0.8203
H -0.7712 -3.8802 -0.3071
H 5.0070 -4.1087 -2.3736
H -2.7102 -2.5223 1.1551
H -3.6275 -1.9971 -1.3697
H -1.2261 3.0694 -0.2153
H -1.3845 6.4326 2.8320
H -1.3498 6.1302 -2.1258
H 4.9679 -2.8871 0.0319
H -4.4233 -3.9941 1.9142
H 2.1313 -5.7793 -1.4230
H -3.1433 0.1041 5.0741
H 4.2610 5.1888 4.9406
H -1.1378 4.2553 1.8440
H 2.7756 -2.8930 -1.8106
H 2.7353 -3.3309 -6.7169
H -2.8105 -7.4648 0.9843
*
```

HOMO level = -0.2830 Ha
frontier orbital gap = 7.911 eV
LUMO level = 0.2115 eV



Entry from the OMol25 dataset: a structure of composition C45H47As2CaN7O4PS in a non-equilibrium geometry (ωB97M-V/def2-TZVPD).

ORCA input file:
```
! RIJCOSX wB97M-V def2-TZVPD def2/J DEFGRID3
* xyz 1 1
As -0.3255 -2.8631 -1.4350
As 2.4901 -1.0739 -1.9937
Ca 0.5103 -0.6339 0.2579
S -0.8327 -2.1691 2.2683
P -0.6141 1.7519 -1.2786
O 0.4473 1.4069 2.8494
O -1.5138 -3.3539 1.8235
O 0.6144 -2.0945 1.9451
O 5.0910 2.8061 4.1728
N -3.5520 -1.2991 2.3007
N 0.0068 2.1488 1.7529
N -1.3557 -0.8180 1.5973
N -3.0727 0.3912 0.6924
N -1.1617 -1.8392 8.1555
N 2.9035 -0.2683 1.3308
N 3.0699 3.4142 3.3332
C 0.1775 -4.6294 -0.7920
C 0.6477 -3.7891 -5.4274
C 0.7478 3.0507 -3.4337
C 3.3486 -1.3235 2.0234
C -4.3673 0.6818 0.6386
C 3.8416 1.1492 3.0254
C -0.8644 0.3219 -3.6197
C -1.5239 -0.3167 -4.6580
C -3.2796 5.1966 0.2720
C -2.1974 -3.1249 -1.8842
C 1.8081 3.7871 -3.9451
C -0.0437 -1.2789 6.0958
C 0.0300 -3.7166 -4.1892
C -2.9513 1.1533 -2.7836
C 0.0297 -1.3590 4.7209
C -4.8438 -0.9962 2.2077
C 4.3276 0.0454 3.7099
C -1.0639 -1.9454 6.7908
C 2.8579 4.1696 -3.1214
C -1.6298 3.1235 -0.6296
C 0.7361 2.6770 -2.0925
C 4.0718 -1.2153 3.1992
C 2.3385 -2.2678 -4.6605
C -1.9259 -2.7686 4.6884
C -3.6156 0.5054 -3.8170
C -2.6768 4.3397 1.1755
C -5.3205 0.0056 1.3816
C -3.0468 5.0358 -1.0868
C 1.7223 -2.1822 -3.4129
C -1.5647 1.0768 -2.6791
C 4.0743 2.5279 3.5722
C 0.5505 -2.9122 -3.1775
C 4.0008 -2.2011 -1.4900
C -0.9134 -2.0981 4.0130
C -2.2321 4.0053 -1.5260
C -1.8335 3.3170 0.7399
C 1.7945 3.0677 -1.2719
C -2.9057 -0.2245 -4.7591
C 3.4152 0.2943 -3.0227
C 2.8470 3.8152 -1.7791
C 1.8043 -3.0599 -5.6650
C 3.1616 0.9397 1.8371
C -2.7172 -0.5930 1.5339
C -1.9981 -2.6951 6.0640
C -1.2090 2.5026 1.7947
H 3.8479 1.0164 -2.3334
H -0.0235 -5.3659 -1.5682
H 4.2085 -0.1446 -3.6253
H -4.6934 0.5793 -3.8872
H 2.7064 0.8171 -3.6640
H 1.8108 4.0686 -4.9907
H -4.6488 1.4973 -0.0229
H -0.3907 -4.8487 0.1084
H -1.7401 -2.4985 8.6456
H -0.0666 2.7619 -4.0876
H 4.6844 -1.6239 -0.8696
H 2.1510 3.0930 3.0754
H 0.8444 -0.8714 4.1960
H -0.8727 -4.2919 -4.0210
H -6.3709 0.2489 1.3233
H 3.1692 4.3351 3.7274
H -2.8478 4.4679 2.2382
H -2.0659 3.8778 -2.5890
H 2.8067 1.7875 1.2638
H -0.3242 1.0713 3.3392
H -3.5195 1.7240 -2.0612
H 4.8898 0.1929 4.6233
H -3.9235 5.9903 0.6269
H 1.2415 -4.6386 -0.5592
H -2.7751 -3.0264 -0.9663
H 1.7737 2.8115 -0.2194
H 3.6791 4.7483 -3.5241
H 4.5096 -2.5416 -2.3898
H -2.6497 -3.3433 4.1275
H -0.9539 -0.8890 -5.3784
H -5.5209 -1.5750 2.8275
H -2.5028 -2.3602 -2.5965
H -3.5019 5.7054 -1.8049
H -2.3627 -4.1164 -2.3025
H 4.4131 -2.1095 3.7016
H -3.4269 -0.7193 -5.5685
H 3.6561 4.1188 -1.1264
H 3.6532 -3.0677 -0.9286
H -0.3639 -1.5082 8.6683
H 0.2139 0.2435 -3.5604
H -2.7849 -3.2223 6.5900
H 2.2938 -3.1115 -6.6291
H -1.8251 2.2586 2.6645
H 0.6987 -0.7124 6.6454
H 3.1153 -2.2995 1.6167
H 3.2458 -1.7122 -4.8622
H 0.2284 -4.4151 -6.2049
*
```

energy above the lowest of the compared OMol25 structures with the same formula, charge and spin = 5.4 kcal per mole
HOMO level = -0.3772 Ha
frontier orbital gap = 8.303 eV
LUMO level = -1.9614 eV



Entry from the OMol25 dataset: a structure of composition C45H47AsBN8O4PPdS2 in a non-equilibrium geometry (ωB97M-V/def2-TZVPD).

ORCA input file:
```
! RIJCOSX wB97M-V def2-TZVPD def2/J DEFGRID3
* xyz 2 5
Pd -0.3886 -1.2441 0.6400
As 3.2027 3.1549 -2.8858
S 0.5408 0.7243 4.7732
S -2.8602 0.6190 4.2110
P -0.2424 0.4913 -0.9703
O -1.4638 -2.9479 -1.9864
O 1.1185 1.9636 4.4004
O 1.3127 -0.4612 5.0646
O -3.1245 -2.1397 -0.6624
N -0.5313 -2.7432 2.3601
N 0.4474 -3.5966 4.3804
N -2.8805 1.6757 9.4092
N 1.6756 -2.2680 3.0887
N 3.6346 -1.3154 2.2677
N -1.9891 -0.2227 1.9086
N 1.7646 -1.6558 0.8117
N -0.2447 0.2335 3.3208
C -0.8528 -0.1042 6.9005
C -0.5880 0.9669 6.0641
C 4.2233 3.1321 -5.4834
C -4.3130 -3.7337 -4.1574
C 4.2249 3.4369 -6.8071
C 1.5824 -3.9863 5.2219
C 6.0071 0.3163 -1.9351
C -1.4989 0.2018 3.1185
C -1.9746 2.4909 7.2861
C -2.1300 2.5259 -0.4063
C 2.0225 4.2629 -5.1657
C 0.1001 -0.2719 -2.6331
C 1.0191 -1.9477 -3.9575
C -0.4183 0.3645 -3.7798
C -1.1790 2.2093 6.2066
C 1.4230 2.5606 -2.1978
C 0.5226 -1.3563 -5.0879
C -3.8863 0.3876 2.9377
C -0.2525 -0.2449 -4.9978
C -4.1380 2.9459 -1.6410
C -5.3342 -3.3231 -3.2967
C 3.0416 4.0097 -7.3026
C -4.9769 -2.6783 -2.0784
C -3.2956 -0.0524 1.7652
C 3.0537 3.5205 -4.6561
C -2.6645 -3.0335 -2.6655
C -2.1344 1.4372 8.2697
C -2.7792 1.0658 -2.2102
C 0.7690 -1.4446 -2.6822
C -3.9075 1.8277 -2.4102
C -3.6981 -2.6193 -1.8025
C -0.8235 -3.6964 5.0444
C 5.6052 -0.7811 -2.7143
C -3.2618 3.2858 -0.5939
C 2.3352 -1.7260 1.9919
C 0.4640 -2.9138 3.1745
C 1.1619 1.8119 -0.9007
C 5.2569 1.4361 -2.0451
C -1.6393 0.1353 8.0131
C -2.9398 -3.5775 -3.8909
C 4.1314 1.4898 -2.8835
C 3.7881 0.3801 -3.6970
C 4.4923 -0.7791 -3.5750
C -1.7742 1.5041 -1.2772
C 1.9876 4.5600 -6.5489
B -1.7403 -2.2714 -0.7843
H -1.7378 -0.6499 8.7665
H 0.9729 2.3458 0.0242
H -5.0007 3.6300 -1.8715
H 5.0284 2.6799 -4.9608
H 6.1529 -1.6653 -2.6371
H 1.2394 4.6556 -4.5341
H 2.4005 -1.4728 0.0255
H 3.0197 4.1909 -8.3594
H -2.7814 1.0396 10.1824
H -0.8054 -3.2056 6.0738
H -3.4513 4.1030 0.1669
H -1.0182 1.3030 -3.7502
H -3.0736 2.6243 9.5860
H -5.6489 -2.3404 -1.2890
H -1.0809 -4.7277 5.2019
H 2.4542 -4.2379 4.6033
H -6.3600 -3.4007 -3.5588
H 0.6576 -1.7777 -6.0167
H 1.2893 2.0078 -3.1499
H -4.6408 1.4532 -3.0609
H -1.5059 2.7798 0.4274
H 1.4006 -4.9430 5.6368
H 2.0257 1.1336 -0.7617
H 5.4425 2.3874 -1.4676
H 1.7886 -1.6126 3.9626
H -1.6103 -3.0477 4.6224
H -0.9539 3.0021 5.4881
H 4.0623 -1.5426 3.1521
H 1.7917 -3.2154 5.9476
H -0.4388 -1.0458 6.7306
H 1.1852 5.1922 -6.9449
H -2.1675 -4.0436 -4.5189
H 4.2970 -1.6214 -4.2291
H -2.6696 0.2495 -2.8744
H -2.3534 3.5131 7.3996
H -3.8547 -0.2085 0.7991
H 0.7336 3.4682 -2.1887
H -4.5827 -4.2932 -5.0114
H -1.1451 -3.4961 2.5375
H -4.9627 0.3180 3.1019
H 4.1745 -0.7862 1.6143
H 2.8780 0.3689 -4.3097
H 5.1147 3.2000 -7.4019
H 6.8509 0.2951 -1.2808
H 1.1070 -1.9847 -1.8133
H -0.7518 0.2750 -5.8122
H 1.5453 -2.8890 -4.1077
*
```

expectation value of S² = 6.04
energy above the lowest of the compared OMol25 structures with the same formula, charge and spin = 0.0 kcal per mole
HOMO level (alpha / beta) = -0.3818 / -0.4371 Ha
frontier orbital gap (alpha / beta) = 6.291 / 4.086 eV
LUMO level (alpha / beta) = -4.0987 / -7.8079 eV



| no. | molecular weight (g mol⁻¹) |
| --- | --- |
| 1 | 1126.78 |
| 2 | 787.87 |
| 3 | 1002.88 |
| 4 | 1051.19 |